[1]
Computed, not measured: an isolated molecule of C15H20FNO7S, with ωB97M-V with the def2-TZVPD basis set.

Each line ends with the Mulliken charge.
Geometry (Å):
1 C 1.654 5.217 0.797  -0.70
2 O 1.660 3.786 0.731  -0.27
3 C 2.573 3.200 1.538  0.48
4 O 3.322 3.828 2.243  -0.57
5 C 2.446 1.712 1.496  -0.24
6 C 1.273 1.152 1.005  -0.10
7 C 1.071 -0.218 0.992  -0.63
8 N -0.088 -0.859 0.508  -0.04
9 C -1.323 -0.294 0.333  0.15
10 O -1.586 0.869 0.542  -0.64
11 C -2.360 -1.270 -0.243  0.33
12 C -2.403 -1.089 -1.754  -0.75
13 C -3.382 -2.060 -2.384  -0.76
14 S -3.514 -1.888 -4.136  1.28
15 C -1.953 -2.434 -4.751  -1.04
16 O -4.506 -2.823 -4.583  -0.66
17 O -3.643 -0.492 -4.442  -0.64
18 O -3.642 -1.017 0.260  -0.37
19 C -3.749 -1.227 1.656  -0.75
20 C 2.106 -1.007 1.462  0.34
21 F 1.932 -2.351 1.434  -0.37
22 C 3.293 -0.503 1.935  -0.52
23 C 3.477 0.879 1.966  0.87
24 O 4.616 1.458 2.392  -0.40
25 C 5.633 0.645 2.949  -0.94
26 H 0.872 5.534 0.113  0.23
27 H 1.435 5.555 1.809  0.33
28 H 2.617 5.620 0.491  0.27
29 H 0.488 1.798 0.651  0.79
30 H -0.016 -1.856 0.397  0.31
31 H -2.060 -2.306 0.004  0.25
32 H -2.708 -0.065 -1.970  0.34
33 H -1.396 -1.227 -2.157  0.38
34 H -3.134 -3.108 -2.197  0.36
35 H -4.399 -1.879 -2.033  0.33
36 H -2.043 -2.396 -5.835  0.39
37 H -1.173 -1.756 -4.414  0.35
38 H -1.780 -3.455 -4.420  0.34
39 H -4.792 -1.073 1.920  0.30
40 H -3.460 -2.253 1.921  0.31
41 H -3.131 -0.519 2.214  0.25
42 H 4.051 -1.195 2.266  0.48
43 H 6.389 1.335 3.313  0.25
44 H 5.253 0.050 3.784  0.37
45 H 6.079 -0.015 2.200  0.35

Properties
Energy above the lowest of the compared OMol25 structures with the same formula, charge and spin in kJ/mol: 2.2
F_max in eV/A: 0.42
DFT total energy in Eh: -1663.0615
HOMO level in hartree: -0.317
Lowest unoccupied orbital energy in eV: 0.3
Structure (SMILES): COC(=O)c1cc(NC(=O)[C@H](CCS(C)(=O)=O)OC)c(F)cc1OC


[2]
Computed, not measured: an isolated molecule of C15H20N2O2 in a non-equilibrium geometry, with ωB97M-V with the def2-TZVPD basis set.

Each line ends with the Mulliken charge.
Geometry (Å):
1 C -2.347 -1.964 0.615  -1.13
2 C -3.279 -0.907 -0.019  -0.51
3 C -2.720 -0.259 -1.284  -0.97
4 C -1.742 0.914 -1.107  0.83
5 C -1.206 1.273 -2.514  -1.94
6 C -0.585 0.597 -0.179  0.19
7 C 0.631 0.068 -0.625  0.23
8 C 1.694 -0.207 0.242  0.74
9 C 2.978 -0.787 -0.302  -1.20
10 N 3.750 0.203 -1.063  -0.40
11 C 5.155 -0.211 -1.265  -0.85
12 C 1.579 0.045 1.607  -0.86
13 C 0.373 0.557 2.059  -0.88
14 C -0.669 0.837 1.196  0.52
15 C -1.772 1.414 2.021  0.19
16 O -2.780 1.950 1.680  -0.52
17 N -1.391 1.300 3.407  -0.35
18 C -0.026 0.876 3.453  0.15
19 O 0.636 0.826 4.438  -0.53
20 H -2.645 -2.946 0.256  0.43
21 H -1.309 -1.836 0.323  0.26
22 H -2.452 -1.947 1.695  0.22
23 H -4.182 -1.437 -0.319  0.46
24 H -3.607 -0.161 0.693  0.23
25 H -2.294 -1.018 -1.940  0.28
26 H -3.570 0.149 -1.834  0.40
27 H -2.260 1.792 -0.736  0.55
28 H -0.338 1.920 -2.445  0.41
29 H -0.924 0.352 -3.019  0.37
30 H -2.001 1.725 -3.100  0.46
31 H 0.752 -0.146 -1.676  0.40
32 H 2.710 -1.634 -0.946  0.35
33 H 3.566 -1.160 0.529  0.57
34 H 3.324 0.272 -1.976  0.26
35 H 5.814 0.519 -0.803  0.27
36 H 5.389 -0.232 -2.326  0.31
37 H 5.355 -1.194 -0.847  0.31
38 H 2.397 -0.151 2.283  0.47
39 H -2.004 0.606 3.828  0.31

Properties
Energy above the lowest of the compared OMol25 structures with the same formula, charge and spin in kJ/mol: 123.1
F_max in eV/A: 1.29
DFT total energy in Eh: -843.5798
HOMO level in hartree: -0.341
Lowest unoccupied orbital energy in eV: -0.2
Structure (SMILES): CCC[C@H](C)c1cc(CNC)cc2c1C(=O)NC2=O


[3]
Computed, not measured: an isolated molecule of C15H20N2O6P2 in a non-equilibrium geometry, with ωB97M-V with the def2-TZVPD basis set.

Each line ends with the Mulliken charge.
Geometry (Å):
1 C 3.781 -2.349 0.235  -1.02
2 C 3.980 -0.885 0.778  -0.37
3 O 2.991 0.018 0.265  -0.20
4 C 3.563 1.307 0.047  -0.59
5 C 2.515 2.373 -0.418  -0.32
6 O 1.408 2.519 0.480  -0.30
7 C 0.174 2.744 -0.192  -1.34
8 C -0.740 1.500 0.054  0.75
9 C -1.554 1.342 1.278  0.17
10 P -1.620 2.609 2.645  0.42
11 O -2.800 2.303 3.542  -0.70
12 C -2.381 0.149 1.507  -0.82
13 C -2.411 -0.925 0.506  0.72
14 C -3.252 -2.218 0.767  -1.04
15 C -2.408 -3.078 1.796  -0.11
16 N -1.241 -3.410 1.406  -0.46
17 C -1.648 -0.777 -0.712  0.31
18 C -0.822 0.441 -0.923  0.50
19 C -0.161 0.260 -2.324  -0.16
20 O 0.823 0.709 -2.810  -0.45
21 N -1.050 -0.714 -2.978  -0.14
22 P -2.523 0.042 -3.569  0.56
23 O -2.310 0.851 -4.808  -0.69
24 C -1.483 -1.695 -1.963  -0.10
25 O -1.606 -2.865 -2.120  -0.47
26 H 4.691 -2.988 0.390  0.34
27 H 2.939 -2.846 0.783  0.23
28 H 3.528 -2.341 -0.853  0.28
29 H 5.026 -0.553 0.527  0.35
30 H 3.939 -0.957 1.902  0.26
31 H 4.053 1.667 0.991  0.34
32 H 4.325 1.230 -0.776  0.36
33 H 2.239 2.127 -1.473  0.22
34 H 3.042 3.374 -0.450  0.28
35 H 0.259 2.886 -1.296  0.47
36 H -0.365 3.630 0.252  0.49
37 H -1.739 3.901 2.044  0.10
38 H -0.455 2.519 3.479  0.10
39 H -2.979 0.032 2.435  0.51
40 H -4.231 -1.885 1.187  0.41
41 H -3.373 -2.771 -0.193  0.34
42 H -2.793 -3.337 2.814  0.38
43 H -0.761 -3.935 2.147  0.24
44 H -3.040 0.932 -2.568  0.07
45 H -3.532 -0.937 -3.830  0.11

Properties
F_max in eV/A: 3.34
DFT total energy in Eh: -1827.1339
HOMO level in hartree: -0.365
Lowest unoccupied orbital energy in eV: -1.2
Structure (SMILES): [H]/N=C/Cc1cc([PH2]=O)c(COCCOCC)c2c1C(=O)N([PH2]=O)C2=O


[4]
Computed, not measured: a structure of composition C15H20N4O3S2Ti in a non-equilibrium geometry, with ωB97M-V with the def2-TZVPD basis set.

Each line ends with the Mulliken charge.
Geometry (Å):
1 Ti -0.434 0.260 -0.589  0.15
2 S 0.342 0.183 1.542  -0.15
3 C 1.514 1.332 0.912  0.60
4 C 2.873 1.081 1.199  -0.08
5 N 3.973 0.776 1.292  -0.36
6 C 1.187 2.377 0.077  0.72
7 S -0.402 2.570 -0.610  -0.29
8 C 2.164 3.318 -0.326  -0.21
9 N 2.936 4.081 -0.689  -0.31
10 O -2.153 0.110 -0.386  -0.27
11 C -3.267 0.430 -0.915  0.33
12 C -3.272 1.269 -2.150  -0.32
13 C -3.530 0.195 -3.260  -0.70
14 C -3.197 -1.280 -2.906  0.03
15 C -4.257 -2.042 -2.079  -0.77
16 C -4.284 -1.676 -0.588  -0.64
17 N -4.370 -0.218 -0.591  0.00
18 H -2.293 1.752 -2.291  -0.08
19 H -4.053 2.030 -2.165  0.40
20 H -2.929 0.478 -4.125  0.48
21 H -4.576 0.231 -3.566  0.32
22 H -2.208 -1.355 -2.420  -0.32
23 H -3.118 -1.813 -3.856  0.47
24 H -4.075 -3.112 -2.168  0.41
25 H -5.240 -1.852 -2.513  0.30
26 H -3.362 -1.976 -0.083  0.27
27 H -5.143 -2.103 -0.075  0.41
28 H -5.248 0.138 -0.962  0.36
29 O -0.015 -1.664 -1.293  -0.69
30 C 1.057 -1.187 -1.711  0.99
31 O 1.197 0.070 -1.719  -0.50
32 C 2.170 -2.113 -2.196  0.04
33 N 3.247 -1.350 -2.878  -0.09
34 C 2.847 -1.284 -4.313  -0.61
35 C 2.240 -2.657 -4.590  -0.49
36 C 1.654 -3.123 -3.244  -0.69
37 H 2.562 -2.624 -1.310  0.53
38 H 4.140 -1.852 -2.786  0.43
39 H 3.357 -0.412 -2.465  0.27
40 H 3.702 -1.069 -4.953  0.48
41 H 2.107 -0.489 -4.430  0.24
42 H 2.999 -3.356 -4.937  0.30
43 H 1.484 -2.594 -5.369  0.34
44 H 1.993 -4.129 -3.003  0.39
45 H 0.563 -3.134 -3.245  0.28

Properties
Energy above the lowest of the compared OMol25 structures with the same formula, charge and spin in kJ/mol: 118.6
F_max in eV/A: 4.33
DFT total energy in Eh: -2673.6835
HOMO level in hartree: -0.557
Lowest unoccupied orbital energy in eV: -7.5
Charge: +2


[5]
Computed, not measured: a cluster of 2 separate species, C15H20N4O5 in total in a non-equilibrium geometry, with ωB97M-V with the def2-TZVPD basis set.

Each line ends with the Mulliken charge.
Geometry (Å):
1 C 2.357 -0.377 -0.590  0.23
2 C 3.669 -1.154 -0.807  0.21
3 C 1.819 -0.704 0.835  0.12
4 C 2.658 -0.047 1.906  -0.02
5 C -2.356 -2.095 -0.298  0.12
6 C -2.246 -3.569 0.109  0.39
7 C -0.939 -1.425 -0.196  -1.31
8 C -0.843 0.088 -0.730  0.78
9 C -0.523 0.354 -2.025  -1.14
10 C -1.113 1.422 -0.161  1.08
11 C -0.892 2.400 -1.119  -0.47
12 C -1.789 1.693 1.128  -0.66
13 C -1.060 3.815 -0.824  -0.93
14 C -1.913 3.027 1.400  -0.59
15 C -1.492 4.045 0.450  -0.72
16 H 1.851 -0.704 -2.513  0.34
17 H 1.241 -1.776 -1.480  0.28
18 H 2.509 0.725 -0.686  0.39
19 H 0.793 -0.272 0.962  -0.29
20 H 1.820 -1.816 0.993  0.41
21 H 2.830 1.693 2.930  0.25
22 H 1.646 1.736 1.680  0.20
23 H 5.548 -1.113 -0.629  0.39
24 H -3.243 -0.454 0.359  0.28
25 H -2.937 -1.410 1.496  0.26
26 H -2.742 -2.054 -1.263  0.55
27 H -0.208 -2.016 -0.663  0.63
28 H -0.742 -1.514 0.846  0.58
29 H -0.268 -0.319 -2.797  0.61
30 H -0.118 2.077 -3.094  0.18
31 H -2.005 0.905 1.788  0.49
32 H -1.025 4.672 -1.521  0.34
33 H -2.374 3.336 2.373  0.33
34 H -1.593 4.965 0.749  0.65
35 H -3.952 -3.389 0.924  0.39
36 N 1.372 -0.788 -1.620  -0.42
37 N 2.453 1.296 2.096  -0.33
38 N -3.257 -1.358 0.623  -0.85
39 N -0.490 1.710 -2.257  -0.01
40 O 3.772 -2.271 -1.247  -0.60
41 O 3.530 -0.636 2.538  -0.65
42 O 4.743 -0.431 -0.517  -0.47
43 O -1.222 -4.203 -0.097  -0.53
44 O -3.270 -4.066 0.946  -0.50

Properties
Energy above the lowest of the compared OMol25 structures with the same formula, charge and spin in kJ/mol: 358.4
F_max in eV/A: 5.80
DFT total energy in Eh: -1178.7676
HOMO level in hartree: -0.280
Lowest unoccupied orbital energy in eV: 0.4
Structure (SMILES): N[C@@H](Cc1c[nH]c2ccccc12)C(=O)O.NC(=O)C[C@H](N)C(=O)O